C6H11NO | ωB97M-V/def2-TZVPD

XYZ file:
```
19
Properties=species:S:1:pos:R:3:mulliken_charge:R:1
C -1.6291 0.0256 -1.0415 -0.28
C -0.7679 -1.1432 -1.3248 -0.70
C 0.2554 -1.1229 0.0533 -0.01
C 1.5860 -0.3255 0.3611 -0.63
C 0.2804 1.6639 0.5469 -0.45
C -0.7606 0.5671 -0.0731 -0.26
H -2.8858 -0.1438 -0.9670 0.30
H -1.5565 0.5999 -1.9731 0.21
H -0.4182 -1.1460 -2.5828 0.21
H -1.0708 -2.2679 -1.3067 0.29
H 0.1308 -2.2419 0.2873 0.31
H 2.0870 -1.0323 1.1722 0.25
H 2.2684 -0.2239 -0.4002 0.47
H 0.4075 2.3178 -0.5764 0.25
H 0.0257 2.0975 1.4666 0.36
H 0.0274 0.4740 -0.9410 0.26
H -0.1130 -0.2802 1.6109 0.28
N -0.6187 -0.5315 0.9169 -0.50
O 1.4555 0.9471 0.8326 -0.36
```

Computed properties:
Strongest force on any atom, eV/Å: 8.2
Highest occupied orbital energy, eV: -8.92
Lowest unoccupied orbital energy, Ha: 0.0337
Total energy, a.u.: -364.87176
Relative energy (zero: lowest compared OMol25 entry of this formula, charge and spin), kcal per mole: 225.7